Record 1
{"formula": "C24H44FN3O5", "method": "ωB97M-V/def2-TZVPD", "e_homo_ev": -9.04, "orbital_gap_ev": 9.54, "e_lumo_ev": 0.50, "largest_force_ev_per_a": 0.6, "energy_ev": -43025.6959, "elements": ["C", "C", "N", "C", "C", "C", "F", "O", "C", "O", "C", "C", "C", "C", "C", "C", "C", "C", "C", "C", "O", "H", "H", "H", "H", "H", "H", "H", "H", "H", "H", "H", "H", "H", "H", "H", "H", "H", "H", "H", "H", "H", "H", "C", "C", "C", "O", "C", "N", "H", "H", "H", "H", "H", "H", "H", "H", "H", "H", "H", "C", "C", "C", "O", "C", "N", "H", "H", "H", "H", "H", "H", "H", "H", "H", "H", "H"], "coordinates": [[1.502722, -4.189537, 0.988297], [1.284024, -4.998045, -0.280985], [1.678932, -4.252574, -1.502503], [0.546883, -3.590619, -2.159389], [0.261982, -2.216401, -1.564963], [-0.881293, -1.527301, -2.284163], [-0.615757, -0.190865, -2.453841], [-2.107468, -1.537296, -1.578511], [-2.721613, -2.755516, -1.403965], [-2.317934, -3.560612, -0.612177], [-3.947123, -2.960496, -2.261158], [-5.157178, -3.280792, -1.410329], [-5.708370, -2.253348, -0.657127], [-6.821585, -2.461682, 0.138728], [-7.399024, -3.720042, 0.180537], [-6.848843, -4.747350, -0.561020], [-5.723792, -4.555247, -1.359224], [-5.163173, -5.721892, -2.129245], [2.334107, -5.166315, -2.401918], [1.467195, -6.114186, -3.200618], [3.529494, -5.191602, -2.480320], [0.986592, -3.235145, 0.944751], [2.563156, -3.997185, 1.138050], [1.118568, -4.726675, 1.856174], [0.242639, -5.332588, -0.348711], [1.904361, -5.894916, -0.225317], [0.779971, -3.461536, -3.220329], [-0.362276, -4.205032, -2.109097], [1.152822, -1.593242, -1.600564], [-0.028365, -2.327448, -0.524540], [-1.032504, -1.933692, -3.292088], [-4.141818, -2.075694, -2.863451], [-3.716694, -3.779332, -2.941250], [-5.259798, -1.267632, -0.697853], [-7.223513, -1.638324, 0.711977], [-8.269154, -3.904010, 0.795381], [-7.288673, -5.735683, -0.517442], [-4.075419, -5.708341, -2.152499], [-5.463960, -6.658771, -1.664561], [-5.533503, -5.727277, -3.156115], [2.068454, -6.978575, -3.462393], [0.600575, -6.432584, -2.621465], [1.109680, -5.629199, -4.108495], [2.736957, 3.525125, 0.818280], [3.201159, 2.568417, -0.274137], [2.203464, 1.445942, -0.582768], [2.160684, 0.412117, 0.381500], [1.342642, 0.660713, 1.507799], [4.534321, 2.064605, 0.064418], [2.838506, 3.085095, 1.810190], [3.343354, 4.430353, 0.808893], [1.693464, 3.814778, 0.679960], [3.300142, 3.145956, -1.199025], [2.512119, 0.960710, -1.512737], [1.195195, 1.850240, -0.744025], [0.462525, 1.251397, 1.235824], [1.886270, 1.174737, 2.304390], [1.011895, -0.305477, 1.889075], [4.904957, 1.527229, -0.713246], [4.434860, 1.393659, 0.821144], [2.480374, 9.480491, 3.425606], [2.890929, 8.517680, 2.316529], [1.871693, 7.403680, 2.048568], [1.857563, 6.370321, 3.012363], [1.092937, 6.623922, 4.173923], [4.231083, 8.001831, 2.602608], [2.619198, 9.037093, 4.411783], [3.096095, 10.378176, 3.385993], [1.434559, 9.777964, 3.327245], [2.958336, 9.094429, 1.388557], [2.140574, 6.915831, 1.107779], [0.861572, 7.818347, 1.927039], [0.204806, 7.219990, 3.942233], [1.674565, 7.135166, 4.945089], [0.774625, 5.660116, 4.570184], [4.568701, 7.463359, 1.810765], [4.156548, 7.330607, 3.361935]], "forces_ev_per_angstrom": [[0.0, 0.0, 0.0], [0.3, 0.2, 0.1], [-0.4, -0.3, -0.2], [0.0, 0.1, 0.0], [-0.1, -0.2, 0.2], [0.3, 0.3, -0.1], [0.0, -0.1, 0.1], [-0.2, -0.1, -0.2], [0.2, -0.2, 0.3], [-0.1, 0.2, -0.3], [-0.2, 0.1, 0.1], [0.0, -0.1, -0.1], [-0.1, 0.1, 0.1], [0.1, 0.1, -0.1], [-0.1, 0.1, 0.1], [0.1, -0.1, -0.1], [0.1, 0.0, 0.1], [0.0, 0.0, 0.0], [0.1, 0.2, 0.0], [0.0, 0.0, 0.1], [0.1, -0.1, 0.1], [0.0, 0.1, 0.0], [0.0, 0.0, 0.0], [0.0, -0.1, 0.0], [-0.1, 0.1, -0.1], [0.0, 0.0, 0.0], [0.1, 0.0, 0.0], [0.0, 0.0, 0.0], [0.0, 0.0, -0.1], [0.0, 0.1, 0.1], [-0.1, 0.0, 0.0], [0.1, 0.1, 0.0], [0.0, 0.0, 0.0], [0.0, 0.0, 0.0], [-0.1, 0.0, 0.1], [0.0, 0.0, 0.0], [0.0, 0.0, 0.0], [0.0, 0.0, 0.0], [0.0, 0.0, 0.0], [0.0, 0.0, -0.1], [0.0, 0.0, -0.1], [-0.1, 0.0, 0.0], [0.0, 0.0, 0.0], [0.0, 0.1, 0.0], [0.0, 0.0, 0.1], [0.0, 0.0, -0.1], [0.0, 0.0, 0.1], [0.0, -0.1, 0.0], [-0.1, -0.1, -0.1], [0.0, 0.0, 0.0], [0.0, 0.0, 0.0], [0.0, 0.0, 0.0], [0.0, 0.0, 0.0], [0.0, 0.0, 0.0], [0.0, 0.0, 0.0], [0.0, 0.0, 0.0], [0.0, 0.0, 0.0], [0.0, 0.0, 0.0], [0.0, 0.1, 0.0], [0.0, 0.0, 0.0], [0.0, 0.0, 0.0], [0.0, 0.0, 0.1], [0.0, 0.0, -0.1], [0.0, 0.0, 0.1], [0.0, -0.1, 0.0], [-0.1, -0.1, -0.1], [0.0, 0.0, 0.0], [0.0, 0.0, 0.0], [0.0, 0.0, 0.0], [0.0, 0.0, 0.0], [0.0, 0.0, 0.0], [0.0, 0.0, 0.0], [0.0, 0.0, 0.0], [0.0, 0.0, 0.0], [0.0, 0.0, 0.0], [0.0, 0.1, 0.0], [0.0, 0.0, 0.0]], "lowdin_charge": [-0.067, -0.218, -0.076, -0.190, -0.081, -0.338, 0.042, 0.047, -0.436, 0.153, -0.035, -0.181, -0.035, -0.080, -0.084, -0.048, -0.217, -0.040, -0.493, 0.000, 0.120, 0.051, 0.081, 0.076, 0.115, 0.122, 0.129, 0.112, 0.128, 0.103, 0.163, 0.132, 0.120, 0.121, 0.102, 0.102, 0.110, 0.071, 0.078, 0.090, 0.086, 0.081, 0.085, -0.070, -0.433, -0.214, -0.198, -0.103, 0.040, 0.068, 0.068, 0.080, 0.135, 0.120, 0.119, 0.092, 0.076, 0.082, 0.071, 0.070, -0.071, -0.436, -0.213, -0.197, -0.106, 0.041, 0.064, 0.075, 0.078, 0.134, 0.115, 0.120, 0.090, 0.075, 0.087, 0.070, 0.070]}

---

Record 2
{"formula": "C24H44N3O7P", "method": "ωB97M-V/def2-TZVPD", "e_homo_ev": -8.61, "multiplicity": 3, "orbital_gap_ev": 6.92, "e_lumo_ev": -1.69, "largest_force_ev_per_a": 9.8, "energy_ev": -53682.2632, "elements": ["C", "C", "O", "C", "C", "P", "N", "O", "C", "O", "O", "C", "O", "H", "H", "H", "H", "H", "H", "H", "H", "C", "C", "C", "C", "C", "C", "N", "O", "C", "C", "C", "H", "H", "H", "H", "H", "H", "H", "H", "H", "H", "H", "H", "H", "H", "H", "H", "H", "H", "C", "C", "C", "C", "C", "C", "N", "O", "C", "C", "C", "H", "H", "H", "H", "H", "H", "H", "H", "H", "H", "H", "H", "H", "H", "H", "H", "H", "H"], "coordinates": [[4.880497, -2.794534, -0.420862], [5.162646, -1.481508, -1.350666], [3.975718, -0.990050, -2.109609], [2.906564, -0.645814, -1.169520], [1.722220, -1.468455, -0.691504], [1.163026, -3.189087, -1.308597], [0.606922, -4.088645, 0.101693], [-0.223985, -2.848014, -2.360974], [0.957344, -0.668466, 0.531656], [-0.133796, -1.061491, 1.187385], [1.990329, 0.356744, 0.871215], [2.519216, 0.787595, -0.397594], [2.474010, 2.011144, -0.976523], [5.840384, -3.495894, -0.419989], [3.999192, -3.482008, -0.806488], [4.748453, -2.488928, 0.727035], [5.956746, -1.830543, -2.167970], [5.704514, -0.629370, -0.751728], [1.397738, -3.996933, 0.801176], [0.537426, -5.102613, -0.165928], [-0.608223, -3.754039, -2.601243], [3.152379, 4.953933, 5.814125], [3.752999, 3.524293, 5.917436], [4.864059, 3.326823, 4.847553], [4.337726, 3.094043, 3.434064], [3.292960, 1.983434, 3.413458], [2.139894, 2.229495, 4.420047], [2.641903, 2.521157, 5.804400], [3.098044, 1.310329, 6.356333], [1.254212, 3.397432, 3.908136], [1.172749, 1.002192, 4.381904], [4.453395, 3.511412, 7.318125], [2.106580, 4.975530, 6.145490], [3.679873, 5.672785, 6.453127], [3.201857, 5.362210, 4.801722], [5.489734, 2.465005, 5.119605], [5.533639, 4.197009, 4.836469], [3.924036, 4.019220, 3.023204], [5.172604, 2.818801, 2.778576], [2.893992, 1.887158, 2.395564], [3.787640, 1.031462, 3.632099], [0.466996, 3.643460, 4.629311], [0.758785, 3.129043, 2.966026], [1.809947, 4.308897, 3.689462], [1.677142, 0.056336, 4.607424], [0.728685, 0.881651, 3.386014], [0.347592, 1.129168, 5.094076], [3.723640, 3.630607, 8.127478], [5.177016, 4.331388, 7.400460], [5.021453, 2.591181, 7.496830], [-6.674522, -1.807969, -5.791034], [-5.512602, -2.597371, -5.126145], [-5.878686, -2.964328, -3.660054], [-5.763689, -1.802912, -2.676666], [-4.406552, -1.117359, -2.793335], [-4.084470, -0.673355, -4.243317], [-4.252144, -1.789097, -5.233529], [-3.164010, -2.666460, -5.075428], [-4.990556, 0.528694, -4.623646], [-2.646350, -0.061682, -4.270917], [-5.455904, -3.936178, -5.936720], [-6.304470, -1.123345, -6.564542], [-7.388346, -2.468802, -6.298061], [-7.260949, -1.231047, -5.071755], [-5.221286, -3.771025, -3.306104], [-6.900477, -3.364035, -3.616925], [-6.572653, -1.084792, -2.837219], [-5.892706, -2.180415, -1.655250], [-4.383906, -0.252650, -2.117821], [-3.634274, -1.802310, -2.428381], [-4.836894, 0.826434, -5.666752], [-4.763204, 1.402910, -3.999860], [-6.054247, 0.342252, -4.477947], [-1.881509, -0.757339, -3.908983], [-2.582839, 0.824151, -3.626877], [-2.371692, 0.252278, -5.285898], [-5.185567, -3.754786, -6.983533], [-6.430277, -4.439456, -5.928130], [-4.743689, -4.654552, -5.514653]], "forces_ev_per_angstrom": [[0.6, -0.4, 0.8], [1.9, -1.3, -0.1], [-2.2, 0.7, 3.6], [-3.4, -2.0, 1.5], [1.5, 2.7, -0.2], [0.1, -0.2, -2.1], [0.9, 0.4, 0.1], [0.8, -1.7, 2.0], [-2.5, -3.5, 1.4], [7.9, 3.5, -4.2], [-2.3, 0.8, -1.8], [0.2, 4.2, -4.1], [0.5, -8.5, 4.8], [-1.9, 1.6, -0.2], [1.7, 1.7, 0.7], [-0.1, -0.7, -2.6], [-2.1, 1.0, 1.5], [-1.4, -1.5, -1.0], [-1.3, -0.3, -0.8], [0.3, 1.4, 0.3], [0.8, 1.8, 0.4], [-0.3, 0.2, -0.2], [0.7, 1.7, 0.8], [-0.1, -0.3, -0.1], [0.0, 0.0, 0.1], [0.2, 0.2, 0.1], [-1.5, 0.0, -1.3], [2.8, -4.2, 0.6], [-1.5, 3.2, -1.1], [0.1, 0.3, 0.0], [0.5, -0.1, 0.5], [-0.3, -0.8, -0.2], [0.2, -0.1, -0.1], [0.1, -0.3, -0.1], [-0.1, -0.1, 0.1], [-0.2, 0.1, 0.1], [-0.2, -0.1, 0.3], [0.0, 0.0, 0.0], [-0.1, 0.1, 0.1], [-0.2, 0.1, 0.4], [-0.1, 0.0, 0.2], [0.2, -0.1, 0.0], [0.2, -0.2, 0.3], [0.0, -0.1, 0.1], [0.0, 0.3, 0.1], [0.2, 0.3, 0.1], [0.2, 0.0, -0.1], [0.1, -0.1, -0.2], [-0.3, 0.0, -0.3], [-0.3, 0.1, -0.1], [-0.2, 0.4, -0.1], [-1.6, -0.7, -0.8], [0.3, 0.1, 0.1], [0.0, 0.0, 0.0], [-0.1, -0.3, -0.1], [0.2, 2.0, 0.4], [3.1, -3.4, 2.2], [-2.7, 2.4, -0.8], [-0.3, -0.1, 0.0], [0.1, -0.8, -0.2], [0.8, 0.2, 0.2], [0.0, -0.1, 0.2], [0.3, -0.1, 0.2], [0.1, 0.0, -0.1], [0.0, 0.1, -0.2], [0.2, 0.0, -0.3], [0.0, 0.0, 0.0], [0.0, 0.1, -0.1], [0.1, 0.0, -0.3], [0.1, 0.0, -0.2], [0.0, -0.1, 0.1], [0.2, -0.3, -0.1], [0.1, -0.1, -0.1], [-0.2, 0.0, -0.2], [-0.4, -0.2, -0.1], [-0.1, -0.1, 0.2], [0.0, 0.0, 0.2], [0.1, 0.4, 0.1], [0.0, 0.3, -0.1]], "lowdin_spin": [0.000, 0.000, 0.000, 0.000, 0.000, 0.000, 0.000, 0.000, 0.000, 0.000, 0.000, 0.000, 0.000, 0.000, 0.000, 0.000, 0.000, 0.000, 0.000, 0.000, 0.000, 0.002, 0.021, 0.012, 0.001, 0.013, 0.022, 0.306, 0.617, 0.001, -0.001, -0.001, 0.001, 0.000, 0.000, 0.002, 0.001, 0.000, 0.001, 0.001, 0.003, 0.001, 0.000, 0.000, -0.001, 0.000, 0.000, 0.000, 0.000, -0.001, 0.002, 0.021, 0.012, 0.001, 0.013, 0.022, 0.307, 0.617, 0.001, -0.001, -0.001, 0.001, 0.000, 0.000, 0.002, 0.001, 0.000, 0.001, 0.001, 0.003, 0.001, 0.000, 0.000, -0.001, 0.000, 0.000, 0.000, 0.000, -0.001]}